A molecular structure, C3H4N4. Source: the Open Molecules 2025 dataset; level of theory: ωB97M-V/def2-TZVPD.

```
! RIJCOSX wB97M-V def2-TZVPD def2/J DEFGRID3
* xyz 0 1
C -0.296 0.787 -0.026
C 0.373 -1.008 0.784
N 1.016 0.315 -0.477
N -0.338 1.788 0.775
N 0.892 -2.097 0.778
C -1.401 0.335 -0.843
N -2.329 -0.008 -1.427
H 1.089 -0.006 -1.435
H 1.805 0.853 -0.135
H -1.280 2.040 1.053
H 0.469 -2.999 0.952
*
```

Results
Gap between HOMO and LUMO in eV: 9.02
F_max in eV/A: 4.390
Energy above the lowest of the compared OMol25 structures with the same formula, charge and spin in kcal/mol: 113.49

C3H4N4 in the gas phase. Source: the Open Molecules 2025 dataset; level of theory: ωB97M-V/def2-TZVPD.

```
! RIJCOSX wB97M-V def2-TZVPD def2/J DEFGRID3
* xyz 0 3
C -0.733 0.117 -0.403
C -0.234 -0.051 -1.628
C 1.524 -0.272 0.790
N -0.738 0.255 1.805
N -1.972 0.459 0.029
N -1.866 0.516 1.300
N 0.098 -0.011 0.711
H 0.887 -0.022 -1.744
H -0.808 0.172 -2.431
H 1.737 -0.786 1.760
H 2.106 -0.377 -0.189
*
```

Results
Gap between HOMO and LUMO (alpha / beta) in eV: 9.11 / 8.39
F_max in eV/A: 3.851
Energy above the lowest of the compared OMol25 structures with the same formula, charge and spin in kcal/mol: 0.00

C3H4N4O in the gas phase. Source: the Open Molecules 2025 dataset; level of theory: ωB97M-V/def2-TZVPD.

```
! RIJCOSX wB97M-V def2-TZVPD def2/J DEFGRID3
* xyz 0 1
C 0.798 0.649 1.105
C -0.072 1.371 -0.851
C -0.718 -1.377 -0.672
H 0.776 -1.274 2.108
H 1.495 0.762 2.038
H -0.877 2.285 -1.129
H -1.665 -1.440 -1.589
N 0.387 -0.772 1.184
N 0.490 1.589 0.261
N -0.079 0.412 -1.734
N -0.950 -1.288 0.604
O 0.415 -0.916 -1.324
*
```

Results
Gap between HOMO and LUMO in eV: 8.96
Structure (SMILES): c1nc[nH]ncon1
F_max in eV/A: 7.250
Energy above the lowest of the compared OMol25 structures with the same formula, charge and spin in kcal/mol: 163.46